C40H58FKN2O2 as an isolated structure in a non-equilibrium geometry. Source: OMol25; level of theory: ωB97M-V/def2-TZVPD.

```
! wB97M-V def2-TZVPD RIJCOSX def2/J DEFGRID3
* xyz -2 1
K -1.546 -0.551 1.066
C -3.600 -2.043 4.238
N -2.837 -0.839 4.037
C -3.526 0.339 4.507
C -1.516 -1.008 4.605
C -0.577 0.172 4.380
N -0.120 0.290 3.010
C 0.122 1.681 2.653
C -0.103 2.144 1.233
C 0.902 2.839 0.595
C 0.702 3.519 -0.601
C -0.574 3.438 -1.152
C -1.614 2.744 -0.568
C -1.434 2.113 0.708
O -2.380 1.578 1.377
C -2.995 2.736 -1.214
C -2.990 3.214 -2.672
C -3.909 3.651 -0.386
C -3.570 1.318 -1.227
C 1.820 4.369 -1.192
C 3.107 3.544 -1.321
C 2.066 5.580 -0.274
C 1.486 4.916 -2.584
C 1.027 -0.589 2.773
C 1.112 -1.393 1.496
C 2.213 -1.237 0.682
C 2.486 -2.087 -0.382
C 1.566 -3.102 -0.620
C 0.430 -3.292 0.141
C 0.190 -2.466 1.284
O -0.784 -2.646 2.094
C -0.474 -4.494 -0.124
C -1.956 -4.117 -0.042
C -0.146 -5.538 0.952
C -0.273 -5.115 -1.512
C 3.807 -1.976 -1.135
C 4.920 -2.454 -0.188
C 4.078 -0.534 -1.577
C 3.839 -2.839 -2.402
H -3.743 -2.288 5.314
H -4.581 -1.943 3.776
H -3.073 -2.867 3.761
H -3.460 0.470 5.606
H -3.117 1.212 4.008
H -4.577 0.272 4.232
H -1.588 -1.196 5.705
H -1.082 -1.882 4.123
H -1.097 1.082 4.673
H 0.277 0.064 5.081
H -0.585 2.276 3.244
H 1.148 1.983 2.962
H 1.874 2.890 1.077
H -0.757 3.956 -2.080
H -2.735 4.268 -2.767
H -2.285 2.623 -3.252
H -3.985 3.071 -3.099
H -3.508 4.665 -0.361
H -4.918 3.683 -0.803
H -3.954 3.273 0.630
H -2.889 0.650 -1.748
H -3.671 0.956 -0.209
H -4.542 1.307 -1.722
H 3.400 3.107 -0.372
H 2.950 2.731 -2.025
H 3.930 4.165 -1.679
H 2.367 5.265 0.721
H 2.843 6.227 -0.684
H 1.149 6.161 -0.181
H 1.207 4.110 -3.257
H 0.671 5.635 -2.536
H 2.358 5.424 -2.999
H 1.962 -0.005 2.870
H 1.026 -1.329 3.581
H 2.911 -0.440 0.915
H 1.750 -3.781 -1.436
H -2.153 -3.633 0.905
H -2.192 -3.420 -0.841
H -2.578 -5.012 -0.131
H -0.380 -5.115 1.924
H -0.715 -6.460 0.808
H 0.918 -5.775 0.928
H -0.378 -4.343 -2.270
H 0.694 -5.601 -1.621
H -1.046 -5.870 -1.681
H 4.973 -1.807 0.685
H 4.703 -3.465 0.156
H 5.893 -2.461 -0.684
H 4.015 0.166 -0.751
H 5.074 -0.448 -2.017
H 3.336 -0.244 -2.317
H 3.824 -3.902 -2.162
H 2.983 -2.594 -3.025
H 4.752 -2.634 -2.965
F 0.999 0.279 -5.416
C 0.338 -0.149 -4.257
C 0.674 0.401 -3.040
C -0.019 0.002 -1.906
C -1.094 -0.916 -1.906
C -1.341 -1.438 -3.194
C -0.651 -1.099 -4.355
H 1.463 1.145 -2.991
H 0.289 0.452 -0.968
H -2.135 -2.182 -3.307
H -0.875 -1.536 -5.326
*
```

The strongest force on any atom is 1.83 eV/Å. The energy above the lowest of the compared OMol25 structures with the same formula, charge and spin comes out at 106.5 kJ/mol. As for the HOMO energy: -0.025 Ha. For the energy, the calculation gives -2518.7911 hartree.

***

C5H8O2 as an isolated structure. Source: OMol25; level of theory: ωB97M-V/def2-TZVPD.

```
! wB97M-V def2-TZVPD RIJCOSX def2/J DEFGRID3
* xyz 0 1
O 1.376 1.214 1.189
C 0.059 1.302 0.687
C -0.416 -0.078 0.390
C -1.624 -0.668 0.340
C -1.018 -1.951 -0.107
O -1.416 -3.041 -0.421
C 0.389 -1.296 -0.039
H 1.690 2.109 1.367
H -0.624 1.788 1.401
H 0.026 1.879 -0.253
H 1.348 0.970 -2.120
H -2.638 -0.334 0.535
H 0.871 1.032 -2.686
H 1.066 -1.705 0.717
H 0.910 -1.221 -1.000
*
```

The strongest force on any atom is 0.53 eV/Å. The energy above the lowest of the compared OMol25 structures with the same formula, charge and spin comes out at 271.1 kJ/mol. As for the HOMO energy: -0.350 Ha. For the energy, the calculation gives -345.7017 hartree.

***

One molecule with the formula C2HCl5 in a non-equilibrium geometry. Source: OMol25; level of theory: ωB97M-V/def2-TZVPD.

```
! wB97M-V def2-TZVPD RIJCOSX def2/J DEFGRID3
* xyz 0 1
C -0.815 -0.087 -0.274
C 0.715 0.128 0.375
Cl -1.001 0.944 -1.680
Cl -1.015 -1.782 -0.669
Cl 1.895 -0.447 -0.799
Cl 0.937 1.845 0.680
Cl 0.819 -0.791 1.866
H -1.535 0.190 0.500
*
```

The strongest force on any atom is 2.18 eV/Å. The energy above the lowest of the compared OMol25 structures with the same formula, charge and spin comes out at 14.6 kJ/mol. As for the HOMO energy: -0.407 Ha. For the energy, the calculation gives -2377.7594 hartree. As for the SMILES: ClC(Cl)C(Cl)(Cl)Cl.

***

C21H38BCrF7NO17 as an isolated structure in a non-equilibrium geometry. Source: OMol25; level of theory: ωB97M-V/def2-TZVPD.

```
! wB97M-V def2-TZVPD RIJCOSX def2/J DEFGRID3
* xyz 1 9
Cr 0.955 -1.437 2.378
B 1.492 0.917 -0.381
F 1.106 0.068 0.669
F 1.387 2.246 0.036
F 2.820 0.611 -0.733
F 0.597 0.641 -1.422
C -0.044 3.898 -3.270
C -1.430 4.351 -3.742
O -2.141 4.621 -2.537
C -3.499 4.812 -2.602
O -4.157 4.896 -3.738
C -4.260 4.827 -1.327
F -4.869 6.021 -1.200
F -5.200 3.830 -1.351
F -3.498 4.516 -0.287
H 0.460 3.233 -3.972
H -0.080 3.471 -2.266
H 0.617 4.758 -3.150
H -1.973 3.577 -4.290
H -1.256 5.244 -4.345
C 4.782 0.725 1.816
O 5.163 -0.471 2.480
C 4.297 -1.464 2.539
O 3.123 -1.330 2.266
O 4.910 -2.573 2.844
C 4.161 -3.674 3.332
H 5.302 0.808 0.866
H 4.974 1.612 2.419
H 3.703 0.749 1.658
H 3.905 -3.493 4.380
H 4.866 -4.497 3.440
H 3.261 -3.945 2.792
C -1.891 1.438 1.050
O -2.787 0.315 1.076
C -2.310 -0.828 1.530
O -1.189 -1.010 1.942
O -3.128 -1.852 1.394
C -4.502 -1.732 1.060
H -0.950 1.097 0.633
H -1.710 1.724 2.091
H -2.256 2.369 0.630
H -4.721 -1.756 -0.003
H -4.874 -0.815 1.525
H -5.097 -2.480 1.581
C -0.268 -2.171 -1.418
O 0.269 -3.447 -1.288
C 1.144 -3.681 -0.264
O 1.416 -2.868 0.576
O 1.450 -4.948 -0.335
C 2.068 -5.604 0.759
H -0.035 -1.663 -2.360
H -0.113 -1.503 -0.571
H -1.364 -2.336 -1.512
H 2.095 -6.656 0.475
H 1.469 -5.520 1.664
H 3.116 -5.405 0.977
C 2.135 -0.403 6.146
O 1.725 0.916 5.769
C 1.147 1.047 4.571
O 1.186 0.208 3.711
O 0.613 2.237 4.440
C 0.101 3.030 5.495
H 1.276 -1.067 6.206
H 2.451 -0.279 7.183
H 3.010 -0.764 5.611
H 0.852 3.451 6.164
H -0.586 2.482 6.141
H -0.444 3.902 5.140
C -5.312 -1.834 -4.763
O -4.285 -0.809 -4.801
C -3.399 -0.754 -3.821
O -3.161 -1.661 -3.004
O -2.767 0.355 -3.903
C -1.677 0.664 -2.962
H -5.532 -2.088 -3.731
H -4.991 -2.628 -5.435
H -6.216 -1.460 -5.240
H -0.779 0.979 -3.478
H -1.544 -0.094 -2.196
H -2.049 1.495 -2.362
C 3.937 -0.818 -3.784
C 3.511 -1.033 -5.166
N 3.115 -1.173 -6.234
H 4.199 0.237 -3.667
H 4.929 -1.200 -3.528
H 3.248 -1.158 -3.019
*
```

The strongest force on any atom is 2.69 eV/Å. As for the HOMO energy (spin up / spin down): -0.289 / -0.483 Ha. For the energy, the calculation gives -3924.8674 hartree.

***

A 2-piece molecular cluster, C3H5NO4P overall in a non-equilibrium geometry. Source: OMol25; level of theory: ωB97M-V/def2-TZVPD.

```
! wB97M-V def2-TZVPD RIJCOSX def2/J DEFGRID3
* xyz -1 1
C -0.832 -2.231 0.905
C -0.384 -1.478 -0.251
C -1.258 -0.943 -1.405
N -0.713 0.014 -0.400
O 3.311 2.600 -0.654
O 2.114 3.797 1.323
O -1.652 -1.889 1.760
O 0.841 2.165 -0.242
P 2.092 2.903 0.096
H -0.389 -3.240 1.071
H 0.658 -1.704 -0.545
H -2.301 -1.164 -1.325
H -1.485 0.301 0.138
H -0.004 0.869 -0.471
*
```

The strongest force on any atom is 2.83 eV/Å. The energy above the lowest of the compared OMol25 structures with the same formula, charge and spin comes out at 173.4 kJ/mol. As for the HOMO energy: -0.149 Ha. For the energy, the calculation gives -814.4188 hartree.

***

C25H35CoGeN5O6 as an isolated structure. Source: OMol25; level of theory: ωB97M-V/def2-TZVPD.

```
! wB97M-V def2-TZVPD RIJCOSX def2/J DEFGRID3
* xyz 2 6
Co 0.555 0.348 -0.566
C 4.095 0.625 -2.260
C 3.790 0.250 -0.856
N 2.584 0.200 -0.308
C 2.755 -0.153 1.023
C 4.082 -0.324 1.267
N 4.705 -0.064 0.075
C 4.940 -0.713 2.435
O 4.335 -0.947 3.570
O 6.124 -0.802 2.243
C 1.569 -0.288 1.923
O 1.721 -0.614 3.088
O 0.427 -0.096 1.338
H 3.175 0.661 -2.840
H 4.778 -0.087 -2.722
H 4.563 1.610 -2.300
H 5.713 -0.106 -0.019
H 3.352 -0.820 3.510
N -0.595 7.372 -0.072
C -0.522 6.581 -1.160
O -0.604 6.982 -2.298
C -0.334 5.087 -0.929
C -0.222 4.459 0.303
C -0.042 3.088 0.345
N 0.028 2.338 -0.762
C -0.083 2.946 -1.958
C -0.265 4.303 -2.078
H -0.705 8.363 -0.222
H -0.499 7.047 0.871
H -0.264 4.997 1.240
H 0.055 2.562 1.288
H -0.024 2.314 -2.836
H -0.351 4.783 -3.043
C -3.499 -0.136 3.986
C -3.980 0.137 2.567
C -2.996 1.004 1.785
C -3.370 1.194 0.339
Ge -2.400 0.003 -1.080
C -2.907 -1.940 -0.267
C -2.014 -2.363 0.841
C -2.335 -3.818 1.270
C -1.996 -4.848 0.199
H -4.196 -0.782 4.517
H -3.409 0.792 4.553
H -2.519 -0.619 3.985
H -4.949 0.642 2.591
H -4.148 -0.808 2.043
H -1.973 0.615 1.877
H -2.959 1.998 2.250
H -3.009 2.128 -0.108
H -4.420 1.016 0.099
H -3.150 0.129 -2.433
H -2.704 -2.370 -1.255
H -3.965 -1.823 -0.042
H -2.138 -1.714 1.708
H -0.972 -2.301 0.525
H -3.389 -3.891 1.546
H -1.762 -4.011 2.178
H -2.677 -4.797 -0.652
H -2.058 -5.857 0.603
H -0.977 -4.705 -0.172
O -0.023 -1.164 -1.776
N 0.934 -2.036 -2.168
C 1.562 -2.791 -1.251
C 2.524 -3.696 -1.640
C 2.828 -3.827 -2.988
C 2.157 -3.040 -3.913
C 1.207 -2.143 -3.477
H 1.262 -2.632 -0.226
H 3.019 -4.294 -0.889
H 3.574 -4.540 -3.313
H 2.360 -3.118 -4.971
H 0.632 -1.500 -4.126
*
```

The strongest force on any atom is 0.46 eV/Å. The energy above the lowest of the compared OMol25 structures with the same formula, charge and spin comes out at 0.0 kJ/mol. As for the HOMO energy (spin up / spin down): -0.534 / -0.546 Ha. For the energy, the calculation gives -5157.9829 hartree.

***

Look up the strongest force on any atom of the first one. 1.83 eV/Å

***

Please write out number 6 again, unchanged.
C25H35CoGeN5O6 as an isolated structure. Source: OMol25; level of theory: ωB97M-V/def2-TZVPD.

```
! wB97M-V def2-TZVPD RIJCOSX def2/J DEFGRID3
* xyz 2 6
Co 0.555 0.348 -0.566
C 4.095 0.625 -2.260
C 3.790 0.250 -0.856
N 2.584 0.200 -0.308
C 2.755 -0.153 1.023
C 4.082 -0.324 1.267
N 4.705 -0.064 0.075
C 4.940 -0.713 2.435
O 4.335 -0.947 3.570
O 6.124 -0.802 2.243
C 1.569 -0.288 1.923
O 1.721 -0.614 3.088
O 0.427 -0.096 1.338
H 3.175 0.661 -2.840
H 4.778 -0.087 -2.722
H 4.563 1.610 -2.300
H 5.713 -0.106 -0.019
H 3.352 -0.820 3.510
N -0.595 7.372 -0.072
C -0.522 6.581 -1.160
O -0.604 6.982 -2.298
C -0.334 5.087 -0.929
C -0.222 4.459 0.303
C -0.042 3.088 0.345
N 0.028 2.338 -0.762
C -0.083 2.946 -1.958
C -0.265 4.303 -2.078
H -0.705 8.363 -0.222
H -0.499 7.047 0.871
H -0.264 4.997 1.240
H 0.055 2.562 1.288
H -0.024 2.314 -2.836
H -0.351 4.783 -3.043
C -3.499 -0.136 3.986
C -3.980 0.137 2.567
C -2.996 1.004 1.785
C -3.370 1.194 0.339
Ge -2.400 0.003 -1.080
C -2.907 -1.940 -0.267
C -2.014 -2.363 0.841
C -2.335 -3.818 1.270
C -1.996 -4.848 0.199
H -4.196 -0.782 4.517
H -3.409 0.792 4.553
H -2.519 -0.619 3.985
H -4.949 0.642 2.591
H -4.148 -0.808 2.043
H -1.973 0.615 1.877
H -2.959 1.998 2.250
H -3.009 2.128 -0.108
H -4.420 1.016 0.099
H -3.150 0.129 -2.433
H -2.704 -2.370 -1.255
H -3.965 -1.823 -0.042
H -2.138 -1.714 1.708
H -0.972 -2.301 0.525
H -3.389 -3.891 1.546
H -1.762 -4.011 2.178
H -2.677 -4.797 -0.652
H -2.058 -5.857 0.603
H -0.977 -4.705 -0.172
O -0.023 -1.164 -1.776
N 0.934 -2.036 -2.168
C 1.562 -2.791 -1.251
C 2.524 -3.696 -1.640
C 2.828 -3.827 -2.988
C 2.157 -3.040 -3.913
C 1.207 -2.143 -3.477
H 1.262 -2.632 -0.226
H 3.019 -4.294 -0.889
H 3.574 -4.540 -3.313
H 2.360 -3.118 -4.971
H 0.632 -1.500 -4.126
*
```

The strongest force on any atom is 0.46 eV/Å. The energy above the lowest of the compared OMol25 structures with the same formula, charge and spin comes out at 0.0 kJ/mol. As for the HOMO energy (spin up / spin down): -0.534 / -0.546 Ha. For the energy, the calculation gives -5157.9829 hartree.

***

Among the records above, which one has the highest strongest force on any atom? C3H5NO4P

***

Which formula does entry 1 have? C40H58FKN2O2